(1)
Below is one molecule with the formula C6H9N in a non-equilibrium geometry, with properties calculated with ωB97M-V/def2-TZVPD.

Element x y z (Å)
C  -1.126  2.377  1.807
C  -0.012  -1.192  -1.493
C  0.869  -0.028  -1.445
C  -1.082  0.453  0.171
C  0.104  -0.417  -0.134
C  0.939  -0.748  1.072
N  -1.240  1.311  1.153
H  -1.798  2.587  2.619
H  -0.961  -0.903  -1.950
H  0.132  -2.240  -1.599
H  1.908  -0.206  -1.463
H  0.462  0.872  -1.989
H  -1.698  0.615  -0.720
H  1.495  0.205  1.367
H  1.710  -1.391  0.746
H  0.296  -1.294  1.860

As for the net charge: 0. The electronic energy is -7853.615 eV. The energy relative to the best compared isomer or geometry (same formula, charge and spin) is 104.80 kcal/mol.

Here is what Löwdin gives for the atomic charges, in e:
1 C 0.048
2 C -0.105
3 C -0.099
4 C -0.100
5 C -0.427
6 C -0.059
7 N -0.053
8 H 0.005
9 H 0.092
10 H 0.093
11 H 0.087
12 H 0.127
13 H 0.118
14 H 0.110
15 H 0.050
16 H 0.113


(2)
Below is one molecule with the formula C6H12N4O in a non-equilibrium geometry, with properties calculated with ωB97M-V/def2-TZVPD.

Element x y z (Å)
C  -2.966  -0.622  -1.983
C  2.227  -0.236  -1.579
C  -2.453  1.499  0.921
C  0.834  -0.666  -1.012
C  0.507  -0.211  0.371
C  -0.869  -0.863  0.788
N  -1.983  -1.278  -1.270
N  -3.195  0.806  -1.274
N  -1.971  -0.536  -0.131
N  -2.451  0.665  -0.230
O  -3.451  -0.930  -2.992
H  2.060  0.715  -1.850
H  3.036  -0.421  -0.869
H  2.501  -0.739  -2.506
H  -1.760  1.295  1.701
H  -3.458  1.502  1.346
H  -2.293  2.576  0.575
H  0.017  -0.514  -1.752
H  0.927  -1.752  -1.073
H  1.164  -0.529  1.206
H  0.300  0.843  0.427
H  -0.936  -0.414  1.822
H  -0.816  -1.944  0.924

As for the net charge: 0. The electronic energy is -14420.234 eV. The energy relative to the best compared isomer or geometry (same formula, charge and spin) is 85.70 kcal/mol.

Here is what Löwdin gives for the atomic charges, in e:
1 C -0.527
2 C -0.085
3 C -0.002
4 C -0.269
5 C -0.182
6 C -0.126
7 N 0.149
8 N 0.197
9 N -0.140
10 N -0.229
11 O 0.068
12 H 0.018
13 H 0.077
14 H 0.075
15 H 0.064
16 H 0.104
17 H 0.132
18 H 0.105
19 H 0.106
20 H 0.129
21 H 0.096
22 H 0.113
23 H 0.126


(3)
Below is a 3-piece molecular cluster, C21H45FNO7PSi overall in a non-equilibrium geometry, with properties calculated with ωB97M-V/def2-TZVPD.

Element x y z (Å)
C  -0.237  4.256  -1.373
C  -0.350  2.723  -1.003
O  0.894  2.061  -1.224
Si  0.839  0.396  -0.833
C  0.257  0.245  0.973
C  1.195  -0.601  1.917
C  2.585  0.059  2.219
C  3.634  -1.134  2.371
C  2.607  0.821  3.613
C  4.108  1.261  3.850
C  4.206  2.611  4.620
C  4.155  3.876  4.013
C  5.276  4.457  3.101
C  2.927  4.831  4.243
P  2.846  -0.471  -1.260
N  3.390  -0.020  -2.721
C  -0.423  -0.533  -1.954
F  -1.124  -1.545  -1.225
C  0.187  -1.100  -3.283
C  0.688  -2.595  -3.191
H  0.455  4.440  -2.217
H  0.151  4.770  -0.459
H  -1.268  4.630  -1.536
H  -0.700  2.694  0.056
H  -1.194  2.310  -1.612
H  -0.737  -0.275  0.957
H  0.075  1.221  1.482
H  0.671  -0.752  2.896
H  1.271  -1.625  1.470
H  2.900  0.812  1.466
H  3.620  -1.409  3.455
H  4.657  -0.853  2.047
H  3.306  -2.046  1.827
H  2.217  0.168  4.422
H  2.030  1.769  3.492
H  4.606  1.397  2.854
H  4.708  0.481  4.374
H  4.330  2.539  5.728
H  6.055  4.868  3.788
H  5.766  3.700  2.454
H  4.907  5.335  2.516
H  3.288  5.680  4.879
H  2.583  5.277  3.286
H  2.115  4.317  4.789
H  3.839  -0.066  -0.313
H  2.715  -1.891  -1.109
H  4.283  0.452  -2.572
H  -1.202  0.211  -2.247
H  0.970  -0.433  -3.724
H  -0.636  -1.116  -4.043
H  1.753  -2.676  -2.883
H  0.007  -3.246  -2.610
H  0.654  -2.981  -4.240
C  -3.621  -0.601  -1.459
O  -4.944  -0.233  -1.067
C  -5.005  0.917  -0.395
O  -4.071  1.622  -0.117
O  -6.282  1.149  -0.086
C  -6.495  2.358  0.641
H  -3.686  -1.543  -1.997
H  -3.200  0.150  -2.126
H  -2.989  -0.741  -0.589
H  -6.180  3.220  0.053
H  -5.968  2.331  1.595
H  -7.562  2.438  0.834
C  -2.609  -4.198  -1.779
O  -2.903  -4.726  -3.073
C  -3.820  -5.697  -3.071
O  -4.383  -6.133  -2.105
O  -3.999  -6.098  -4.332
C  -4.961  -7.141  -4.478
H  -1.860  -3.425  -1.902
H  -3.499  -3.752  -1.334
H  -2.204  -4.974  -1.129
H  -5.943  -6.810  -4.139
H  -4.648  -8.033  -3.934
H  -5.021  -7.382  -5.537

As for the net charge: 0. The electronic energy is -58209.356 eV. The structure (SMILES) is CCO[Si@](CC[C@H](C)CCC=C(C)C)([PH2]=N)[C@H](F)CC.COC(=O)OC.COC(=O)OC. The energy relative to the best compared isomer or geometry (same formula, charge and spin) is 32.24 kcal/mol.

Here is what Löwdin gives for the atomic charges, in e:
1 C -0.068
2 C -0.324
3 O -0.247
4 Si 0.545
5 C -0.237
6 C -0.238
7 C -0.384
8 C -0.096
9 C -0.160
10 C -0.212
11 C -0.096
12 C -0.302
13 C -0.073
14 C -0.074
15 P 0.657
16 N -0.367
17 C -0.335
18 F -0.127
19 C -0.223
20 C -0.095
21 H 0.078
22 H 0.072
23 H 0.074
24 H 0.105
25 H 0.103
26 H 0.080
27 H 0.081
28 H 0.115
29 H 0.099
30 H 0.099
31 H 0.083
32 H 0.072
33 H 0.064
34 H 0.116
35 H 0.110
36 H 0.106
37 H 0.103
38 H 0.103
39 H 0.083
40 H 0.073
41 H 0.070
42 H 0.073
43 H 0.079
44 H 0.067
45 H -0.013
46 H -0.026
47 H -0.060
48 H 0.087
49 H 0.096
50 H 0.108
51 H 0.041
52 H 0.051
53 H 0.083
54 C -0.043
55 O 0.022
56 C -0.618
57 O 0.119
58 O 0.007
59 C -0.044
60 H 0.088
61 H 0.090
62 H 0.089
63 H 0.098
64 H 0.098
65 H 0.093
66 C -0.042
67 O 0.009
68 C -0.621
69 O 0.130
70 O 0.003
71 C -0.045
72 H 0.049
73 H 0.096
74 H 0.107
75 H 0.098
76 H 0.098
77 H 0.093


(4)
Below is a 2-piece molecular cluster, C4H12NP overall in a non-equilibrium geometry, with properties calculated with ωB97M-V/def2-TZVPD.

Element x y z (Å)
C  3.499  0.384  -0.290
C  -1.481  -1.661  -0.370
C  -3.090  2.121  0.048
C  2.300  -0.238  0.460
N  -1.598  -0.239  -0.476
P  -2.812  0.494  0.199
H  4.376  0.500  0.349
H  3.813  -0.194  -1.111
H  3.129  1.277  -0.746
H  -1.577  -2.169  0.603
H  -2.114  -2.132  -1.093
H  -0.280  -1.751  -0.503
H  -2.170  2.739  0.255
H  2.398  -1.237  0.190
H  -4.047  2.465  0.475
H  2.249  -0.165  1.565
H  1.392  0.086  0.037
H  -3.988  -0.280  0.407

As for the spin multiplicity: 3. The expectation value of S² is 2.014. As for the net charge: 0. The electronic energy is -15115.798 eV. The energy relative to the best compared isomer or geometry (same formula, charge and spin) is 78.59 kcal/mol.

Here is what Löwdin gives for the atomic charges, in e:
1 C -0.148
2 C -0.255
3 C -0.293
4 C -0.154
5 N -0.337
6 P 0.669
7 H 0.067
8 H 0.040
9 H 0.050
10 H 0.062
11 H 0.057
12 H 0.103
13 H 0.031
14 H 0.027
15 H 0.017
16 H 0.080
17 H 0.025
18 H -0.039


(5)
Below is a 2-piece molecular cluster, C2H8N2O overall in a non-equilibrium geometry, with properties calculated with ωB97M-V/def2-TZVPD.

Element x y z (Å)
C  1.368  0.778  1.558
N  0.453  0.529  0.472
C  -0.718  0.192  0.805
N  -1.691  -0.199  -0.056
H  1.034  0.523  2.569
H  1.651  1.828  1.627
H  2.248  0.178  1.330
H  -1.023  0.283  1.851
H  -1.620  -0.292  -1.058
H  -2.639  -0.205  0.284
O  0.130  -1.217  -2.773
H  0.062  -0.549  -3.463
H  0.744  -1.851  -3.145

As for the net charge: 0. The electronic energy is -7230.927 eV. The structure (SMILES) is C/N=C/N.O. The energy relative to the best compared isomer or geometry (same formula, charge and spin) is 32.30 kcal/mol.

Here is what Löwdin gives for the atomic charges, in e:
1 C -0.178
2 N -0.040
3 C -0.344
4 N 0.086
5 H 0.062
6 H 0.064
7 H 0.065
8 H 0.120
9 H 0.077
10 H 0.081
11 O -0.059
12 H 0.036
13 H 0.031


(6)
Below is a 2-piece molecular cluster, C2H9NS2 overall in a non-equilibrium geometry, with properties calculated with ωB97M-V/def2-TZVPD.

Element x y z (Å)
C  -2.098  -0.256  -1.008
C  -0.581  -0.328  -0.780
N  -0.180  0.802  0.052
H  -2.541  -0.014  -0.044
H  -2.494  -1.173  -1.431
H  -2.272  0.590  -1.678
H  -0.039  -0.391  -1.732
H  -0.376  -1.261  -0.248
H  -0.683  1.628  -0.249
H  0.777  1.049  -0.019
S  2.799  -0.929  1.129
S  2.472  0.690  2.472
H  2.079  -0.349  0.171
H  3.136  -0.058  3.366

As for the net charge: 0. The electronic energy is -25379.864 eV. The structure (SMILES) is CCN.SS. The energy relative to the best compared isomer or geometry (same formula, charge and spin) is 19.60 kcal/mol.

Here is what Löwdin gives for the atomic charges, in e:
1 C -0.106
2 C -0.363
3 N -0.022
4 H 0.072
5 H 0.067
6 H 0.068
7 H 0.101
8 H 0.093
9 H 0.067
10 H -0.001
11 S 0.265
12 S 0.240
13 H -0.262
14 H -0.220


(7)
Below is C22H45CrN2P3Se2 as an isolated structure in a non-equilibrium geometry, with properties calculated with ωB97M-V/def2-TZVPD.

Element x y z (Å)
Cr  0.053  -0.295  -0.407
P  -1.489  -0.953  1.481
P  1.025  -2.675  -0.540
P  -1.688  -0.972  -1.826
H  -1.113  4.112  1.031
C  -1.850  3.316  0.946
C  -2.893  3.108  1.952
H  -2.644  2.557  2.855
C  -1.054  -0.202  3.085
C  -1.725  -2.698  1.941
C  -3.192  -0.268  1.477
C  2.404  -3.071  -1.699
C  1.789  -3.304  0.997
C  -0.039  -4.140  -0.921
C  -2.582  0.618  -1.887
C  -2.931  -2.249  -1.480
C  -1.305  -1.334  -3.566
H  -2.205  3.317  -0.104
H  -3.794  3.720  1.945
H  -0.982  0.887  2.984
H  -0.110  -0.592  3.474
H  -1.864  -0.426  3.802
H  -0.779  -3.210  2.138
H  -2.259  -3.266  1.174
H  -2.321  -2.738  2.869
H  -3.153  0.827  1.426
H  -3.655  -0.526  2.441
H  -3.841  -0.655  0.688
H  2.681  -4.134  -1.566
H  3.280  -2.446  -1.490
H  2.093  -2.909  -2.737
H  2.077  -4.356  0.848
H  1.090  -3.239  1.834
H  2.685  -2.718  1.232
H  0.609  -5.029  -0.846
H  -0.445  -4.074  -1.935
H  -0.852  -4.226  -0.195
H  -3.448  0.481  -2.548
H  -1.915  1.380  -2.293
H  -2.919  0.952  -0.900
H  -3.655  -2.219  -2.303
H  -3.458  -2.101  -0.537
H  -2.470  -3.243  -1.459
H  -2.196  -1.169  -4.187
H  -0.928  -2.356  -3.682
H  -0.517  -0.639  -3.903
C  1.489  1.638  -3.689
C  1.135  2.936  -3.272
C  1.110  4.003  -4.191
C  1.583  3.821  -5.498
C  2.053  2.561  -5.896
C  2.060  1.500  -4.982
Se  1.337  0.111  -2.512
H  -1.289  2.357  1.137
H  0.898  3.114  -2.220
H  0.738  4.988  -3.874
H  1.592  4.655  -6.195
H  2.431  2.419  -6.914
H  2.524  0.551  -5.257
C  1.529  3.338  2.325
N  1.848  2.170  3.126
C  1.873  2.134  4.510
C  2.266  0.882  4.875
N  2.490  0.175  3.702
C  2.923  -1.211  3.638
C  2.156  0.938  2.615
Se  2.213  0.451  0.806
H  0.467  3.601  2.410
H  1.764  3.100  1.284
H  2.149  4.183  2.653
H  1.612  2.990  5.105
H  2.417  0.434  5.835
H  3.498  -1.359  2.719
H  3.554  -1.421  4.503
H  2.068  -1.900  3.647

As for the spin multiplicity: 4. The expectation value of S² is 3.912. As for the net charge: +3. The electronic energy is -213476.970 eV. The energy relative to the best compared isomer or geometry (same formula, charge and spin) is 43.50 kcal/mol.

Here is what Löwdin gives for the atomic charges, in e:
1 Cr -0.205
2 P 0.791
3 P 0.768
4 P 0.690
5 H 0.069
6 C -0.189
7 C -0.030
8 H 0.046
9 C -0.235
10 C -0.222
11 C -0.231
12 C -0.248
13 C -0.246
14 C -0.226
15 C -0.206
16 C -0.213
17 C -0.247
18 H 0.080
19 H 0.070
20 H 0.037
21 H 0.039
22 H 0.081
23 H 0.030
24 H 0.044
25 H 0.085
26 H 0.015
27 H 0.081
28 H 0.042
29 H 0.080
30 H 0.061
31 H 0.043
32 H 0.081
33 H 0.022
34 H 0.030
35 H 0.078
36 H 0.047
37 H 0.030
38 H 0.085
39 H 0.052
40 H 0.032
41 H 0.083
42 H 0.028
43 H 0.041
44 H 0.082
45 H 0.066
46 H -0.012
47 C -0.523
48 C -0.098
49 C -0.029
50 C 0.001
51 C -0.021
52 C -0.078
53 Se 0.939
54 H 0.036
55 H 0.106
56 H 0.130
57 H 0.133
58 H 0.134
59 H 0.118
60 C -0.008
61 N -0.109
62 C 0.013
63 C 0.014
64 N -0.117
65 C -0.010
66 C -0.605
67 Se 0.743
68 H 0.083
69 H 0.055
70 H 0.123
71 H 0.146
72 H 0.143
73 H 0.072
74 H 0.118
75 H 0.091


(8)
Below is a 3-piece molecular cluster, C3H12N2O3 overall in a non-equilibrium geometry, with properties calculated with ωB97M-V/def2-TZVPD.

Element x y z (Å)
N  -0.692  1.068  -2.290
C  -0.992  0.318  -1.077
N  0.096  0.259  -0.138
C  -0.032  0.472  1.302
C  1.161  1.361  1.590
O  1.135  2.558  1.701
H  -0.343  1.992  -2.024
H  0.156  0.681  -2.711
H  -1.243  -0.686  -1.446
H  -1.899  0.723  -0.632
H  1.031  0.154  -0.457
H  -0.903  1.107  1.503
H  -0.138  -0.360  2.010
H  2.152  0.873  1.679
O  -1.426  -2.262  0.684
H  -0.613  -1.735  0.639
H  -1.971  -1.509  0.356
O  0.939  -2.469  -1.243
H  0.266  -2.777  -0.637
H  1.674  -3.081  -1.043

As for the net charge: 0. The electronic energy is -12426.928 eV. The structure (SMILES) is NCNCC=O.O.O. The energy relative to the best compared isomer or geometry (same formula, charge and spin) is 55.83 kcal/mol.

Here is what Löwdin gives for the atomic charges, in e:
1 N 0.011
2 C -0.332
3 N -0.075
4 C -0.185
5 C -0.263
6 O 0.059
7 H 0.072
8 H 0.069
9 H 0.099
10 H 0.121
11 H 0.102
12 H 0.126
13 H 0.107
14 H 0.125
15 O -0.067
16 H -0.016
17 H 0.048
18 O -0.059
19 H -0.001
20 H 0.058